Entry 1:
This record from OMol25 describes a molecular structure, C19H32O7RuS. The level of theory is wB97M-V/def2-TZVPD.

Structure (ORCA input):
```
! RIJCOSX wB97M-V def2-TZVPD def2/J DEFGRID3
* xyz 3 6
Ru -0.78 -0.49 -0.18
C -1.98 2.37 -1.19
C -2.26 2.62 0.27
O -1.71 1.53 1.03
C -2.61 1.07 2.04
C -1.84 0.11 2.90
O -1.48 -1.01 2.08
C -0.63 -1.94 2.75
C 0.82 -1.51 2.58
O 1.13 -1.26 1.21
C 1.74 -2.35 0.51
C 0.77 -3.50 0.29
O -0.44 -2.97 -0.27
C -0.83 -3.59 -1.50
C -2.11 -2.94 -1.91
O -1.79 -1.55 -2.13
C -2.85 -0.82 -2.75
C -2.43 0.62 -2.78
O -2.30 1.00 -1.41
H -0.94 2.57 -1.44
H -2.61 3.01 -1.80
H -3.34 2.66 0.43
H -1.81 3.55 0.60
H -3.46 0.56 1.58
H -2.97 1.90 2.65
H -2.47 -0.23 3.73
H -0.95 0.61 3.30
H -0.83 -2.91 2.30
H -0.87 -1.98 3.82
H 1.48 -2.28 3.00
H 1.00 -0.57 3.11
H 2.61 -2.71 1.06
H 2.05 -1.94 -0.45
H 0.53 -4.01 1.22
H 1.24 -4.22 -0.38
H -0.99 -4.66 -1.35
H -0.06 -3.44 -2.26
H -2.86 -3.03 -1.13
H -2.49 -3.39 -2.83
H -3.78 -0.93 -2.17
H -3.02 -1.19 -3.76
H -3.18 1.22 -3.28
H -1.47 0.73 -3.29
C 2.93 1.10 -2.83
S 1.59 1.70 -1.80
O 0.81 0.44 -1.39
C 2.47 2.19 -0.31
C 3.23 1.24 0.38
C 3.93 1.66 1.50
C 3.84 2.98 1.94
C 3.07 3.90 1.24
C 2.36 3.50 0.12
H 3.57 0.40 -2.29
H 3.51 1.98 -3.13
H 2.50 0.64 -3.71
H 3.29 0.22 0.04
H 4.56 0.95 2.02
H 4.35 3.28 2.83
H 3.01 4.93 1.58
H 1.74 4.21 -0.42
*
```

The calculated total energy is -1761.77914 hartree. The gap between HOMO and LUMO (spin up / spin down) comes out at 9.09 / 5.13 eV. The calculation puts the relative energy (zero: lowest compared OMol25 entry of this formula, charge and spin) at 0.0 kJ/mol. The value obtained for the highest occupied orbital energy (spin up / spin down) is -17.7 / -17.7 eV.


Entry 2:
This record from OMol25 describes a molecular structure, C19H33AlBClF13KLiMgN6O6PS. The level of theory is wB97M-V/def2-TZVPD.

Structure (ORCA input):
```
! RIJCOSX wB97M-V def2-TZVPD def2/J DEFGRID3
* xyz 0 1
N -1.84 2.02 5.19
P -1.36 0.53 5.05
N -1.62 -0.19 3.45
C -1.58 0.44 2.29
N -1.31 1.78 2.22
N -1.82 -0.32 1.17
C -0.43 -0.81 0.72
C -0.36 -1.05 -0.79
C 1.09 -0.97 -1.40
C 1.79 -2.35 -1.48
S 2.87 -2.61 -0.05
O 2.17 -2.37 1.19
O 3.41 -3.93 -0.13
Cl 4.41 -1.22 -0.17
H -1.01 2.54 5.47
H -2.13 -0.26 5.98
H -0.01 0.33 5.40
H -1.81 -1.22 3.41
H -1.31 2.06 1.25
H -2.09 2.32 2.64
H -2.21 0.30 0.45
H 0.28 -0.03 1.04
H -0.22 -1.71 1.29
H -0.72 -2.07 -0.97
H -0.97 -0.29 -1.29
H 0.95 -0.66 -2.45
H 1.72 -0.24 -0.89
H 1.07 -3.18 -1.52
H 2.40 -2.43 -2.38
C -5.23 -3.87 2.31
C -5.39 -4.36 3.75
C -5.09 -3.28 4.79
C -3.65 -2.83 4.63
N -2.55 -2.49 4.51
H -4.20 -3.58 2.11
H -5.48 -4.67 1.61
H -5.88 -3.02 2.11
H -4.74 -5.21 3.91
H -6.42 -4.71 3.90
H -5.23 -3.67 5.79
H -5.77 -2.41 4.66
F -2.74 5.19 7.20
Al -4.27 4.51 6.87
F -4.34 2.93 7.55
F -4.49 4.36 5.08
F -5.47 5.48 7.55
Mg 2.81 -3.67 3.11
B 0.16 -5.75 6.04
F 0.53 -6.75 5.13
F 0.05 -6.29 7.32
F 1.12 -4.73 6.03
F -1.08 -5.20 5.64
C 0.36 3.06 -6.83
C -0.77 2.07 -7.10
O -0.37 0.72 -7.20
C -0.17 -0.05 -5.97
O -1.16 0.03 -5.14
C 1.18 0.29 -5.28
F 2.19 0.52 -6.17
F 1.59 -0.75 -4.52
F 1.16 1.37 -4.46
H 1.25 2.79 -7.39
H 0.05 4.07 -7.10
H 0.62 3.08 -5.77
H -1.18 2.31 -8.09
H -1.60 2.19 -6.39
H 0.06 -1.05 -6.41
C 7.35 2.23 -3.25
C 6.40 3.03 -2.63
C 5.35 3.58 -3.37
C 5.27 3.30 -4.72
C 6.21 2.51 -5.34
C 7.25 1.96 -4.61
N 4.16 3.84 -5.52
O 3.36 4.55 -4.96
O 4.13 3.53 -6.70
H 8.16 1.80 -2.67
H 6.48 3.24 -1.58
H 4.62 4.21 -2.89
H 6.12 2.31 -6.40
H 8.00 1.33 -5.09
K -3.69 -0.69 5.24
F -6.65 3.77 5.75
Li 6.60 0.88 -7.18
F -4.27 3.58 3.45
*
```

The calculated total energy is -5096.31696 hartree. The gap between HOMO and LUMO comes out at 1.31 eV. The value obtained for the highest occupied orbital energy is -6.0 eV.


Entry 3:
This record from OMol25 describes a molecular structure, C19H33AsO7P3Si2Sn. The level of theory is wB97M-V/def2-TZVPD.

Structure (ORCA input):
```
! RIJCOSX wB97M-V def2-TZVPD def2/J DEFGRID3
* xyz 1 1
Sn -1.14 -0.90 0.51
O -3.36 -1.14 -0.22
P -3.22 -2.80 -0.33
O -3.97 -3.38 -1.43
O -1.68 -2.78 -0.32
O -3.68 -3.26 1.10
P -2.69 -3.20 2.42
O -1.73 -4.44 2.22
O -3.42 -3.26 3.66
O -1.85 -1.92 2.14
H -4.25 -0.75 -0.19
H -1.38 -4.54 1.33
C 1.44 3.54 2.47
Si 1.06 2.22 1.21
C 2.57 1.29 0.65
C 0.19 2.98 -0.25
As -0.55 0.85 2.30
Si 0.75 -0.60 3.75
C 1.56 -1.93 2.71
C 1.99 0.57 4.52
C -0.34 -1.27 5.09
H 2.04 4.33 2.02
H 1.99 3.16 3.33
H 0.52 4.00 2.84
H 3.26 1.98 0.15
H 2.31 0.51 -0.07
H 3.12 0.82 1.47
H 0.80 3.78 -0.67
H -0.78 3.41 0.03
H 0.02 2.26 -1.04
H 2.06 -1.51 1.84
H 0.82 -2.67 2.39
H 2.31 -2.48 3.29
H 2.70 0.98 3.80
H 2.57 0.04 5.27
H 1.48 1.39 5.02
H -1.15 -1.88 4.73
H -0.77 -0.45 5.67
H 0.27 -1.87 5.77
C -1.24 -1.99 -3.12
P -0.72 -0.59 -2.10
C 1.09 -0.51 -2.26
C 1.81 -1.63 -1.82
C 3.19 -1.62 -1.87
C 3.86 -0.51 -2.35
C 3.16 0.60 -2.77
C 1.77 0.61 -2.72
C -1.46 0.88 -2.82
C -1.22 1.18 -4.16
C -1.81 2.29 -4.74
C -2.65 3.10 -3.99
C -2.89 2.81 -2.66
C -2.30 1.70 -2.07
H -1.07 -1.70 -4.16
H -2.29 -2.22 -2.97
H -0.65 -2.87 -2.88
H 1.29 -2.51 -1.47
H 3.74 -2.49 -1.54
H 4.94 -0.51 -2.39
H 3.68 1.47 -3.15
H 1.23 1.48 -3.07
H -0.57 0.55 -4.76
H -1.63 2.51 -5.78
H -3.11 3.96 -4.45
H -3.55 3.44 -2.07
H -2.49 1.49 -1.03
*
```

The calculated total energy is -5323.75753 hartree. The gap between HOMO and LUMO comes out at 7.35 eV. The calculation puts the relative energy (zero: lowest compared OMol25 entry of this formula, charge and spin) at 0.0 kJ/mol. The value obtained for the highest occupied orbital energy is -12.0 eV.


Entry 4:
This record from OMol25 describes 2 unconnected molecules or ions with the total composition C19H33BCl4OSi. The level of theory is wB97M-V/def2-TZVPD.

Structure (ORCA input):
```
! RIJCOSX wB97M-V def2-TZVPD def2/J DEFGRID3
* xyz 0 1
Cl -1.14 1.84 -2.99
B -2.82 1.80 -2.07
Cl -4.13 2.81 -3.01
Cl -3.36 -0.01 -2.16
O -2.64 2.44 -0.79
C -3.00 1.77 0.43
C -3.27 2.74 1.56
C -4.30 2.42 2.44
C -4.36 3.08 3.69
C -3.40 4.06 4.01
Cl -3.34 4.75 5.60
C -2.37 4.40 3.11
C -2.30 3.69 1.88
H -3.88 1.10 0.30
H -4.97 1.62 2.12
H -5.10 2.81 4.45
H -1.56 5.12 3.39
H -1.51 3.84 1.13
C -1.40 -3.41 -4.26
C -0.28 -2.42 -3.99
C -0.34 -1.96 -2.54
C 0.72 -0.90 -2.33
Si 0.74 -0.34 -0.56
C 0.77 -1.74 0.67
C 0.88 -1.35 2.16
C 1.04 -2.61 3.02
C 1.11 -2.32 4.50
C 2.05 0.96 -0.24
C 3.49 0.39 -0.42
C 4.07 0.49 -1.83
C 5.49 -0.07 -1.95
H -2.17 1.18 0.84
H -1.37 -3.78 -5.29
H -1.31 -4.29 -3.62
H -2.39 -2.96 -4.08
H 0.70 -2.89 -4.19
H -0.38 -1.56 -4.67
H -1.32 -1.51 -2.32
H -0.19 -2.81 -1.87
H 1.72 -1.24 -2.60
H 0.49 -0.03 -2.96
H -0.10 -2.40 0.55
H 1.61 -2.40 0.44
H 1.74 -0.68 2.34
H -0.03 -0.79 2.45
H 0.21 -3.30 2.81
H 1.96 -3.13 2.71
H 1.22 -3.24 5.07
H 1.98 -1.70 4.74
H 0.21 -1.80 4.86
H 1.90 1.84 -0.90
H 1.95 1.35 0.79
H 4.13 0.94 0.28
H 3.51 -0.66 -0.08
H 3.39 -0.05 -2.52
H 4.07 1.55 -2.13
H 5.84 0.07 -2.98
H 6.19 0.44 -1.29
H 5.55 -1.14 -1.75
*
```

The calculated total energy is -2974.20582 hartree. The gap between HOMO and LUMO comes out at 5.77 eV. The value obtained for the highest occupied orbital energy is -8.7 eV.


Entry 5:
This record from OMol25 describes 2 unconnected molecules or ions with the total composition C19H33FN7O6. The level of theory is wB97M-V/def2-TZVPD.

Structure (ORCA input):
```
! RIJCOSX wB97M-V def2-TZVPD def2/J DEFGRID3
* xyz 1 1
O 3.03 -1.25 6.68
O 3.02 -4.58 3.80
O 1.47 5.36 -4.28
O 1.63 0.86 -3.81
F -2.60 -2.04 1.59
O 0.03 -3.06 1.79
O -1.42 -6.09 1.19
C 2.41 -1.88 5.85
C 2.40 -3.65 4.29
C 2.23 5.24 -3.33
C 1.66 2.09 -3.92
C 0.45 -2.23 4.44
C 1.05 -1.49 5.44
C -3.58 0.48 -1.05
N -3.08 0.70 0.13
N 3.00 -2.97 5.30
N 1.86 2.70 -5.09
N -3.30 1.24 -2.09
N 1.13 -3.30 3.84
N 2.25 4.16 -2.53
N -4.38 -0.55 -1.17
C 3.22 6.33 -3.00
C 0.35 -0.33 6.08
C 2.10 2.03 -6.37
C -2.03 -2.71 0.55
C -2.41 2.41 -2.12
C 0.54 -4.02 2.72
C -0.67 -4.85 3.12
C -0.94 2.01 -2.33
C -0.98 -3.72 1.01
C -1.55 -4.84 1.88
C -0.05 3.25 -2.40
C 1.44 2.92 -2.65
H -1.68 -6.84 1.75
H -0.54 -1.96 4.10
H -2.46 1.48 0.25
H -3.25 0.07 0.90
H 3.96 -3.18 5.53
H 1.81 3.71 -5.09
H -3.73 0.99 -2.96
H 2.94 4.18 -1.79
H -4.63 -1.09 -0.36
H -4.80 -0.75 -2.06
H 3.08 7.15 -3.71
H 4.23 5.95 -3.08
H 3.04 6.70 -1.99
H -0.65 -0.19 5.66
H 0.92 0.59 5.92
H 0.25 -0.49 7.16
H 1.34 2.33 -7.09
H 2.06 0.94 -6.26
H 3.08 2.30 -6.76
H -1.56 -2.00 -0.13
H -2.81 -3.24 -0.01
H -2.50 2.99 -1.20
H -2.71 3.06 -2.95
H 1.28 -4.66 2.22
H -1.20 -4.38 3.96
H -0.37 -5.86 3.43
H -0.88 1.44 -3.26
H -0.61 1.37 -1.51
H -0.50 -4.15 0.12
H -2.59 -4.66 2.15
H -0.41 3.89 -3.21
H -0.13 3.80 -1.46
H 1.76 2.26 -1.84
*
```

The calculated total energy is -1678.28381 hartree. The gap between HOMO and LUMO comes out at 7.92 eV. The calculation puts the relative energy (zero: lowest compared OMol25 entry of this formula, charge and spin) at 0.0 kJ/mol. The value obtained for the highest occupied orbital energy is -10.7 eV.


Entry 6:
This record from OMol25 describes a gas-phase ion, C19H33N2O3 (charge +1). The level of theory is wB97M-V/def2-TZVPD.

Structure (ORCA input):
```
! RIJCOSX wB97M-V def2-TZVPD def2/J DEFGRID3
* xyz 1 1
C 4.48 2.11 -2.82
C 4.12 1.14 -1.74
C 4.90 0.02 -1.49
C 4.58 -0.86 -0.47
C 3.46 -0.66 0.33
C 2.67 0.47 0.07
C 2.99 1.35 -0.95
H 2.38 2.22 -1.14
O 1.56 0.61 0.88
C 0.66 1.67 0.64
C -0.44 1.51 1.71
O -0.87 0.17 1.74
H -0.07 -0.36 1.84
C -1.63 2.49 1.51
N -2.77 2.11 0.71
C -2.61 1.75 -0.67
C -2.44 0.24 -0.86
N -3.62 -0.46 -0.30
H -4.46 -0.10 -0.79
C -3.63 -1.91 -0.58
H -2.64 -2.33 -0.42
H -4.33 -2.38 0.12
C -4.13 -2.15 -2.01
H -4.40 -3.20 -2.12
O -5.24 -1.29 -2.19
H -5.73 -1.54 -2.97
H -3.34 -1.92 -2.74
C -3.74 -0.14 1.14
C -3.85 1.39 1.32
H -3.90 1.62 2.38
H -4.79 1.73 0.85
H -4.63 -0.62 1.55
H -2.85 -0.50 1.65
H -2.34 0.00 -1.92
H -1.56 -0.12 -0.31
H -1.75 2.28 -1.09
H -3.50 2.08 -1.22
H -1.21 3.41 1.07
H -2.02 2.75 2.49
H 0.02 1.76 2.67
H 1.14 2.64 0.75
H 0.25 1.59 -0.38
C 3.05 -1.61 1.43
C 4.22 -2.39 2.03
H 5.02 -1.71 2.32
H 3.88 -2.92 2.92
H 4.60 -3.12 1.33
C 1.99 -2.58 0.89
H 1.62 -3.22 1.69
H 1.15 -2.03 0.47
H 2.42 -3.20 0.11
H 2.60 -1.01 2.23
H 5.21 -1.71 -0.30
H 5.78 -0.16 -2.09
H 3.62 2.67 -3.15
H 5.22 2.82 -2.44
H 4.92 1.59 -3.67
*
```

The structure (SMILES) is Cc1ccc(C(C)C)c(OC[C@H](O)CN2CC[NH+](CCO)CC2)c1. The calculated total energy is -1078.77792 hartree. The gap between HOMO and LUMO comes out at 8.28 eV. The calculation puts the relative energy (zero: lowest compared OMol25 entry of this formula, charge and spin) at 245.4 kJ/mol. The value obtained for the highest occupied orbital energy is -10.5 eV.


Entry 7:
This record from OMol25 describes 2 unconnected molecules or ions with the total composition C19H33OSi. The level of theory is wB97M-V/def2-TZVPD.

Structure (ORCA input):
```
! RIJCOSX wB97M-V def2-TZVPD def2/J DEFGRID3
* xyz 1 1
C 0.37 -3.90 -0.51
C 0.41 -2.49 -1.10
C 1.06 -1.47 -0.23
C 2.08 -0.45 -0.73
C 3.40 -0.85 -0.07
O 0.89 -1.47 1.00
Si -0.93 -1.29 2.57
C -0.96 -3.10 2.95
C 0.05 -0.14 3.64
C -2.25 -0.56 1.50
H 0.12 -4.61 -1.30
H 1.34 -4.18 -0.10
H -0.39 -3.98 0.28
H 0.97 -2.49 -2.05
H -0.61 -2.11 -1.31
H 2.16 -0.61 -1.82
H 4.20 -0.13 -0.30
H 3.28 -0.91 1.02
H 3.71 -1.82 -0.44
H -1.69 -3.18 3.76
H -1.29 -3.72 2.10
H 0.02 -3.46 3.30
H -0.61 0.70 3.92
H 0.33 -0.69 4.55
H 0.96 0.24 3.16
H -2.42 0.48 1.82
H -2.02 -0.57 0.42
H -3.16 -1.15 1.69
C 2.68 1.94 -0.99
C 1.68 0.91 -0.43
C 0.25 1.34 -0.81
C -0.42 2.24 0.04
C 0.23 2.80 1.28
C -1.74 2.59 -0.23
C -2.40 2.12 -1.37
C -3.84 2.48 -1.63
C -1.69 1.32 -2.25
C -0.35 1.00 -2.04
C 0.38 0.32 -3.16
H 3.65 1.87 -0.47
H 2.85 1.79 -2.07
H 2.30 2.95 -0.85
H 1.73 1.01 0.67
H -0.40 3.61 1.67
H 0.33 2.05 2.08
H 1.22 3.23 1.07
H -2.26 3.26 0.46
H -4.05 2.44 -2.70
H -4.53 1.79 -1.12
H -4.05 3.49 -1.27
H -2.18 0.95 -3.16
H -0.19 0.45 -4.09
H 1.38 0.72 -3.33
H 0.44 -0.77 -3.02
*
```

The calculated total energy is -1108.30397 hartree. The gap between HOMO and LUMO comes out at 7.92 eV. The calculation puts the relative energy (zero: lowest compared OMol25 entry of this formula, charge and spin) at 0.0 kJ/mol. The value obtained for the highest occupied orbital energy is -11.3 eV.